No. 1
{
  "formula": "CH8O2S",
  "method": "ωB97M-V/def2-TZVPD",
  "species": ["C", "S", "H", "H", "H", "H", "O", "H", "H", "O", "H", "H"],
  "coordinates": [[0.216331, -0.347496, 3.479159], [-0.022997, -0.374387, 1.631704], [-0.621445, -0.949442, 3.766604], [0.154595, 0.607942, 3.970410], [1.122566, -0.980421, 3.634440], [0.903704, 0.525368, 1.190924], [-0.763267, -0.818746, -3.483248], [-0.213354, -1.359144, -2.886116], [-1.516198, -0.708826, -2.863828], [0.360838, 1.513328, -2.422358], [0.465206, 2.163108, -3.134644], [-0.085984, 0.728713, -2.883048]],
  "forces_ev_per_a": [[0.9, -1.4, -1.6], [0.2, 0.7, 0.3], [-0.5, -0.3, 0.5], [0.3, 0.3, -0.1], [-0.6, 1.0, 0.4], [-0.3, -0.4, 0.5], [-0.5, -0.4, 1.6], [0.3, 0.1, -0.7], [0.0, 0.1, -0.8], [-0.7, -1.0, -1.0], [0.0, -0.2, 0.3], [0.9, 1.4, 0.7]],
  "smiles": "CS.O.O",
  "molar_mass_g_mol": 84.14,
  "orbital_gap_ev": 9.519,
  "max_force_ev_per_a": 2.3,
  "charge": 0
}



No. 2
{
  "formula": "CH8O2S2",
  "method": "ωB97M-V/def2-TZVPD",
  "species": ["C", "S", "S", "H", "H", "H", "H", "H", "H", "O", "H", "H", "O"],
  "coordinates": [[-0.750034, 0.045747, 1.005575], [-1.331188, 1.676102, 0.824558], [1.178902, -2.053750, 1.132997], [-1.302281, -0.415114, 1.796896], [0.329832, 0.171594, 1.303792], [-0.725499, -0.436337, 0.020723], [1.970152, -3.073349, 1.479429], [2.064773, -1.322509, -2.321831], [1.444854, -1.245368, -0.903057], [1.390487, -0.881567, -1.799421], [-1.544872, 2.248644, -2.746309], [-0.921375, 1.858514, -1.381590], [-0.810080, 1.782141, -2.338494]],
  "forces_ev_per_a": [[-1.1, 1.7, -0.5], [0.4, -0.4, 0.3], [-0.8, 0.1, -0.1], [0.1, -0.8, 0.3], [0.6, -0.4, 0.1], [0.3, -0.4, 0.1], [0.4, 0.1, 0.2], [0.0, -0.1, 0.1], [0.3, -0.2, -0.2], [-0.2, 0.2, -0.1], [0.0, 0.0, 0.1], [0.0, 0.2, -0.2], [0.1, -0.1, -0.2]],
  "molar_mass_g_mol": 116.21,
  "orbital_gap_ev": 4.036,
  "max_force_ev_per_a": 2.0,
  "charge": 0
}



No. 3
{
  "formula": "CH8O5",
  "method": "ωB97M-V/def2-TZVPD",
  "species": ["O", "C", "O", "H", "H", "O", "H", "H", "O", "H", "H", "O", "H", "H"],
  "coordinates": [[-1.098163, -1.098345, 1.965332], [-0.579244, -0.089716, 2.346244], [-0.522272, 1.007015, 1.581602], [-0.187476, 0.066278, 3.358655], [0.242118, 1.153121, 0.973601], [1.681467, 0.787559, 0.139867], [1.726042, 1.409952, -0.583261], [1.481009, -0.051355, -0.296333], [0.004205, 1.056509, -1.897661], [-0.507935, 1.673670, -2.361870], [0.425092, 0.542511, -2.591693], [-0.688284, -1.998332, -1.136813], [-0.871297, -2.932525, -1.082859], [-1.105263, -1.526340, -0.414811]],
  "forces_ev_per_a": [[0.1, -0.4, 0.2], [0.0, 0.3, -0.8], [-0.3, 0.8, 0.3], [0.0, -0.2, 0.1], [0.2, -0.7, 0.2], [0.4, -0.3, 0.5], [-0.1, 0.3, -0.4], [-0.1, 0.0, 0.1], [1.2, -1.1, 0.6], [-1.3, 1.5, -0.9], [-0.1, -0.3, -0.1], [0.6, 0.5, -0.8], [-0.3, -0.2, 0.4], [-0.2, -0.2, 0.5]],
  "smiles": "O=CO.O.O.O",
  "molar_mass_g_mol": 100.07,
  "orbital_gap_ev": 10.937,
  "max_force_ev_per_a": 2.2,
  "charge": 0
}